{
  "formula": "C32H44Cl12N4",
  "method": "ωB97M-V with the def2-TZVPD basis set",
  "species": ["C", "C", "C", "N", "C", "C", "H", "H", "H", "H", "H", "C", "C", "C", "N", "C", "C", "H", "H", "H", "H", "H", "C", "C", "C", "N", "C", "C", "H", "H", "H", "H", "H", "C", "C", "C", "N", "C", "C", "H", "H", "H", "H", "H", "Cl", "C", "C", "Cl", "H", "H", "H", "H", "Cl", "C", "C", "Cl", "H", "H", "H", "H", "Cl", "C", "C", "Cl", "H", "H", "H", "H", "Cl", "C", "C", "Cl", "H", "H", "H", "H", "Cl", "C", "C", "Cl", "H", "H", "H", "H", "Cl", "C", "C", "Cl", "H", "H", "H", "H"],
  "coordinates": [[-14.22541, -4.80312, 20.67715], [-13.38764, -4.35919, 21.69529], [-14.06551, -3.81481, 22.77306], [-15.37321, -3.63481, 22.77074], [-16.13778, -3.94071, 21.70564], [-15.57945, -4.53865, 20.62525], [-13.84876, -5.36266, 19.79984], [-12.32429, -4.56047, 21.79595], [-13.50382, -3.45269, 23.62095], [-17.18864, -3.82085, 21.83154], [-16.18556, -4.82772, 19.80137], [-9.70861, -6.79530, 21.17923], [-9.08066, -7.69247, 21.99770], [-7.80696, -7.34229, 22.53806], [-7.10448, -6.33580, 22.02404], [-7.72418, -5.47508, 21.24700], [-8.96983, -5.66851, 20.74215], [-10.64719, -7.02776, 20.74075], [-9.58918, -8.56501, 22.36040], [-7.31166, -7.97308, 23.25709], [-7.15822, -4.61678, 20.94855], [-9.47769, -4.95497, 20.14348], [-11.53995, -2.76226, 25.28287], [-10.64519, -3.06058, 24.26707], [-10.33123, -4.39882, 24.05089], [-10.74526, -5.35929, 24.80241], [-11.61857, -5.09193, 25.78837], [-11.96052, -3.77166, 26.11458], [-11.88524, -1.72004, 25.50188], [-10.25303, -2.39306, 23.51996], [-9.62672, -4.65214, 23.26172], [-12.03507, -5.96252, 26.27862], [-12.52012, -3.54057, 27.02368], [-10.90418, -6.93256, 16.60200], [-9.77240, -6.68694, 17.28387], [-9.08969, -5.42720, 16.99452], [-9.30945, -4.67919, 15.96405], [-10.37263, -5.02134, 15.20554], [-11.21598, -6.10208, 15.50125], [-11.39660, -7.88148, 16.81689], [-9.39051, -7.35148, 18.03994], [-8.23187, -5.18229, 17.56232], [-10.40106, -4.48887, 14.23022], [-11.97382, -6.36875, 14.78697], [-3.06044, -2.41305, 18.81179], [-2.84781, -4.12825, 18.44430], [-4.13469, -4.90355, 18.64340], [-5.63020, -4.39364, 17.74365], [-2.11487, -4.62938, 19.16249], [-2.49127, -4.29936, 17.39095], [-4.38550, -4.72718, 19.71956], [-3.97484, -5.96446, 18.39013], [-9.28641, -9.83617, 18.77042], [-7.72888, -9.15632, 19.28730], [-6.59942, -9.48110, 18.43519], [-6.66695, -8.40049, 16.97628], [-7.59650, -9.51696, 20.31877], [-7.77748, -8.09542, 19.32468], [-6.64941, -10.46628, 18.01204], [-5.68939, -9.34926, 19.07157], [-13.99685, -1.79597, 15.06282], [-14.03221, -3.30480, 15.90658], [-15.45766, -3.85491, 15.78668], [-15.57584, -5.28410, 16.87448], [-13.63480, -3.16252, 16.92491], [-13.34786, -4.03659, 15.42770], [-15.67941, -4.15791, 14.81263], [-16.30752, -3.17366, 16.02912], [-3.19258, -8.17566, 20.28025], [-4.10861, -7.37400, 21.61294], [-4.09147, -8.10728, 22.90267], [-5.12083, -9.51053, 22.87797], [-5.13749, -7.24477, 21.36862], [-3.58071, -6.43536, 21.81587], [-4.28268, -7.31740, 23.64518], [-3.04373, -8.41154, 23.11493], [-6.13528, -3.31784, 26.37279], [-7.42902, -4.40040, 25.76081], [-8.06950, -5.34290, 26.77055], [-9.03817, -4.57124, 28.03913], [-6.95032, -5.02617, 25.00357], [-8.17492, -3.73795, 25.44362], [-7.25376, -5.85489, 27.26054], [-8.59563, -6.13176, 26.25817], [-9.09118, -1.80488, 20.47667], [-9.02020, -2.35930, 18.73891], [-10.39744, -2.68624, 18.34973], [-11.52989, -1.37043, 18.49763], [-8.34914, -3.17419, 18.62014], [-8.63972, -1.53689, 18.18834], [-10.79762, -3.41474, 19.02573], [-10.38511, -2.96226, 17.25695]],
  "mulliken_charge": [-0.2546, 0.1689, -0.2553, -0.5477, -0.4514, -0.4251, 0.3401, 0.3079, 0.3821, 0.4004, 0.3624, -0.1320, -1.1588, -0.4752, -0.0814, -0.7483, 0.3866, 0.5529, 0.4374, 0.6265, 0.6115, -0.1896, -0.5454, -0.5233, -0.1432, -0.2383, -0.6524, -0.1577, 0.3414, 0.3800, 0.6229, 0.4289, 0.4322, -0.6039, 0.5580, -0.1706, -0.4707, -0.5005, -0.3752, 0.4331, -0.4542, 0.5231, 0.3843, 0.5786, -0.1790, -0.3823, -0.2194, -0.1730, 0.2917, 0.3248, 0.1166, 0.2261, -0.1805, 0.0652, -0.2088, -0.1705, 0.3084, -0.2641, 0.4118, 0.1012, -0.1980, 0.2127, -0.5285, -0.2097, 0.0759, -0.0650, 0.3836, 0.3346, -0.2150, 0.4449, -0.5156, -0.1612, -0.5156, 0.3539, 0.2591, 0.4155, -0.2112, 0.2983, -0.4946, -0.1798, -0.0871, -0.0389, 0.4705, 0.2690, -0.1904, 0.1831, 0.0990, -0.1826, -0.2786, 0.5099, -0.0199, 0.0093],
  "e_above_lowest_ev": 1.320,
  "gap_ev": 9.63,
  "lumo_ev": 0.24,
  "total_energy_ev": -190126.30062,
  "smiles": "c1ccncc1.c1ccncc1.c1ccncc1.c1ccncc1.ClCCCl.ClCCCl.ClCCCl.ClCCCl.ClCCCl.ClCCCl"
}

***

{
  "formula": "C2H6F2Si",
  "method": "ωB97M-V with the def2-TZVPD basis set",
  "species": ["C", "C", "F", "F", "Si", "H", "H", "H", "H", "H", "H"],
  "coordinates": [[0.11575, 0.89952, 1.48325], [0.74889, -0.57387, -1.53806], [2.97595, -1.37512, 0.51868], [1.88407, 1.86608, -0.51697], [1.11073, 0.53660, -0.06714], [0.39830, 1.86509, 1.90055], [-0.94918, 0.92289, 1.26051], [0.27264, 0.14178, 2.24595], [-0.26375, -0.96710, -1.52057], [0.90347, -0.04151, -2.47355], [1.43223, -1.42153, -1.51027]],
  "mulliken_charge": [-0.9319, -0.9456, -0.7253, -0.2172, 0.8367, 0.2997, 0.3428, 0.3339, 0.3618, 0.3233, 0.3218],
  "e_above_lowest_ev": 4.240,
  "gap_ev": 9.45,
  "lumo_ev": -0.36,
  "total_energy_ev": -15484.12431
}

***

{
  "formula": "C4H7N2O3",
  "method": "ωB97M-V with the def2-TZVPD basis set",
  "species": ["C", "C", "C", "O", "N", "N", "O", "C", "O", "H", "H", "H", "H", "H", "H", "H"],
  "coordinates": [[-1.77872, -1.05237, -0.17929], [-0.49337, -0.23356, -0.34717], [-0.54537, 1.07597, 0.46827], [0.60741, 1.91015, 0.27944], [1.75334, 1.26712, -0.03733], [2.00721, -0.00530, -0.09075], [3.07759, -0.42540, -0.39861], [0.77536, -0.91387, 0.06201], [0.98594, -2.00059, 0.44132], [-2.75485, -0.51506, -0.44979], [-1.96730, -1.50200, 0.84116], [-1.61128, -1.99576, -0.80773], [-0.54491, 0.00211, -1.46871], [-1.44614, 1.67024, 0.17301], [-0.53396, 0.67687, 1.45818], [2.46906, 2.04147, 0.05598]],
  "mulliken_charge": [-1.3925, 0.4590, -0.6229, -0.2095, -0.1045, 0.9329, -0.4900, 0.2501, -0.3100, 0.3796, 0.3567, 0.3544, 0.2825, 0.3655, 0.4295, 0.3191],
  "e_above_lowest_ev": 6.402,
  "charge": 1,
  "gap_ev": [9.18, 9.18],
  "lumo_ev": [-6.37, -6.37],
  "total_energy_ev": -13371.03280,
  "smiles": "C[C@H]1CON[N+](=O)C1=O"
}

***

{
  "formula": "C2H3FO",
  "method": "ωB97M-V with the def2-TZVPD basis set",
  "species": ["C", "C", "O", "F", "H", "H", "H"],
  "coordinates": [[0.38310, 0.39175, 0.06655], [-0.66816, -0.35412, 0.00814], [-2.29520, 0.62780, -0.02638], [-3.26432, -0.32871, 0.07205], [1.36300, -0.06002, 0.06026], [0.32769, 1.46395, 0.12755], [-0.98533, -1.36812, -0.06482]],
  "mulliken_charge": [-0.5485, 0.0524, -0.2614, -0.1410, 0.2485, 0.2769, 0.3731],
  "e_above_lowest_ev": 6.619,
  "gap_ev": 10.84,
  "lumo_ev": 0.69,
  "total_energy_ev": -6881.32394
}